Computed, not measured: C25H29BBaN8O3 as an isolated structure, with ωB97M-V with the def2-TZVPD basis set.

The geometry in ORCA input format:
```
! RIJCOSX wB97M-V def2-TZVPD def2/J DEFGRID3
* xyz 1 2
Ba -0.6324 0.2936 -0.9633
C -1.1289 2.0963 3.5193
C -1.4244 1.1617 2.5292
N -0.6175 1.2971 1.4866
N 0.2181 2.3237 1.7742
C -0.0725 2.8102 2.9972
B 1.3955 2.8254 0.8537
N 0.8652 3.4732 -0.4794
C 1.5137 4.3802 -1.2353
C 0.8378 4.5421 -2.4234
C -0.2319 3.6494 -2.3238
N -0.2147 3.0161 -1.1569
N 2.3521 1.6435 0.4494
C 3.5937 1.3337 0.8617
C 4.0756 0.3026 0.0800
C 3.0359 0.0399 -0.8098
N 2.0035 0.8447 -0.5911
N 2.1192 3.9096 1.6227
C 1.7360 5.2047 1.7506
C 2.4522 5.7664 2.7790
C 3.1987 4.6937 3.2922
N 3.0130 3.5935 2.5936
H -1.5941 2.2295 4.4788
H -2.1795 0.3905 2.5286
H 0.5145 3.6179 3.3996
H 2.4131 4.8436 -0.8673
H 1.0926 5.2047 -3.2297
H -1.0150 3.4483 -3.0386
H 4.0183 1.8879 1.6805
H 5.0426 -0.1616 0.1418
H 2.9854 -0.6720 -1.6196
H 0.9950 5.6231 1.0915
H 2.4230 6.7883 3.1105
H 3.8933 4.6932 4.1153
C -5.7164 1.1446 -0.9462
C -4.2940 1.6137 -0.9718
C -3.9962 3.0659 -0.7784
O -3.3843 0.8122 -1.1320
H -6.4153 1.9113 -1.2762
H -5.9644 0.9195 0.0949
H -5.8078 0.2396 -1.5405
H -4.7231 3.5246 -0.1072
H -4.1043 3.5721 -1.7421
H -2.9782 3.2046 -0.4198
C 0.3090 -8.2879 -0.8264
C 0.1570 -6.8134 -0.8264
C -1.0894 -6.2147 -1.0899
C -1.2292 -4.8566 -1.1123
C -2.5208 -4.1591 -1.3836
C -0.0683 -4.0479 -0.8202
C 1.2158 -4.6467 -0.5898
C 2.3739 -3.7294 -0.3726
C 1.2924 -6.0067 -0.5798
C -0.1967 -2.5562 -0.7894
O -0.1098 -2.0888 -1.9536
O -0.3551 -1.9427 0.2690
H -0.6325 -8.8169 -0.9369
H 0.8178 -8.6273 0.0780
H 0.9711 -8.5733 -1.6513
H -1.9310 -6.8686 -1.2771
H -3.3191 -4.8695 -1.5865
H -2.4128 -3.4820 -2.2315
H -2.8083 -3.5555 -0.5194
H 2.1301 -2.9383 0.3363
H 2.6331 -3.2380 -1.3140
H 3.2524 -4.2670 -0.0212
H 2.2272 -6.5161 -0.3798
*
```

## Properties
Expectation value of S² = 0.77
Calculated total energy = -1684.14905 a.u.
Molar mass = 637.7 Da
Energy above the lowest of the compared OMol25 structures with the same formula, charge and spin = 0.0 kcal/mol
Highest occupied orbital energy (alpha / beta) = -10.9 / -10.9 eV
HOMO-LUMO gap (alpha / beta) = 0.2912 / 0.1561 Eh